{
  "formula": "CH24ClN2O15",
  "method": "the ωB97M-V functional and the def2-TZVPD basis",
  "symbols": ["Cl", "O", "O", "O", "O", "O", "O", "O", "O", "O", "O", "O", "O", "O", "O", "O", "N", "N", "C", "H", "H", "H", "H", "H", "H", "H", "H", "H", "H", "H", "H", "H", "H", "H", "H", "H", "H", "H", "H", "H", "H", "H", "H"],
  "coordinates": [[0.46, -1.18, 0.34], [3.11, -0.80, -2.02], [-2.54, 2.53, -2.51], [0.08, -0.50, -0.87], [-1.79, -0.38, 3.85], [1.49, 0.21, -4.24], [1.32, 2.63, -0.81], [0.50, 1.87, 3.53], [1.28, -0.27, 1.12], [1.80, -5.14, 0.73], [1.20, -2.01, 3.73], [-1.12, -4.51, 0.00], [-0.62, -1.60, 1.18], [3.44, 1.30, 2.51], [1.33, -2.28, -0.03], [-1.28, 1.25, -4.61], [-2.85, 2.29, -0.26], [-4.32, 3.63, -1.55], [-3.18, 2.81, -1.50], [-4.68, 3.99, -2.40], [2.47, -4.49, 0.47], [0.80, 1.94, 2.61], [1.86, -0.31, -3.47], [-2.00, 1.66, -5.09], [-1.49, 1.48, -3.67], [-2.10, -0.97, 3.16], [3.61, -1.62, -1.92], [-2.03, 1.74, -0.13], [0.84, -1.80, 2.84], [-0.76, -3.61, 0.03], [3.06, 1.15, 1.62], [1.64, -2.86, 3.62], [-0.84, -0.30, 3.68], [-4.68, 4.02, -0.70], [-3.42, 2.51, 0.54], [3.22, 0.49, 2.99], [-0.41, 2.19, 3.53], [0.78, 1.83, -0.83], [1.89, -5.22, 1.69], [2.28, -1.00, -1.53], [1.68, 2.70, -1.70], [2.00, 1.02, -4.22], [-2.04, -4.40, 0.27]],
  "total_charge": -1,
  "de_lowest_kcal_mol": 0.0
}